C9H14O2 | ωB97M-V with the def2-TZVPD basis set

CARTESIAN COORDINATES (ANGSTROEM)
O  1.92833  -0.52406  0.63240
O  -3.13861  0.18845  -0.05473
C  -1.52148  -1.63722  0.09698
C  -0.43577  1.93008  0.88308
C  2.91558  0.30789  0.06541
C  -0.03624  -1.87908  0.36250
C  0.58828  -0.17789  -1.47674
C  0.75469  -0.66431  -0.05923
C  -0.73770  0.69603  0.09171
C  -1.89328  -0.19301  0.50181
C  -0.42557  0.67362  -1.38572
H  -0.95830  1.20272  -2.16454
H  3.69269  0.40836  0.82200
H  -1.23488  2.66137  0.75478
H  2.51910  1.29271  -0.18799
H  -3.06848  0.13230  -1.01510
H  -2.04846  -0.13480  1.58263
H  0.49241  2.38096  0.54001
H  -1.72755  -1.75461  -0.96994
H  -0.34237  1.70501  1.94374
H  1.16373  -0.50147  -2.33322
H  0.14483  -2.02173  1.42886
H  0.30043  -2.77690  -0.16464
H  3.34585  -0.14040  -0.83627
H  -2.13634  -2.35316  0.64052

Kohn-Sham gap	8.62	eV
energy above the lowest of the compared OMol25 structures with the same formula, charge and spin	3.332	eV
total charge	0
E	-13652.3246	eV
spin multiplicity	1

C23H27N3O5S | ωB97M-V with the def2-TZVPD basis set

CARTESIAN COORDINATES (ANGSTROEM)
S  0.68573  1.83072  0.98818
O  1.19982  2.44504  2.17797
O  0.71238  2.63762  -0.20197
O  3.50962  -0.78163  0.38881
O  1.15615  0.82406  -2.64440
O  -3.38593  0.77771  -1.02423
N  -0.88713  1.32736  1.17182
N  2.48734  -1.57178  -0.02020
N  -1.25621  1.21810  -1.72809
C  2.49203  0.80750  -3.10811
C  3.18842  2.03107  -2.52665
C  0.36500  -0.64247  -4.43576
C  1.37139  -0.91316  0.13735
C  -0.72482  -1.22321  -5.06919
C  0.17302  0.19050  -3.34617
C  -2.00682  -0.98376  -4.61719
C  -2.21449  -0.16798  -3.51579
C  0.07737  -1.56022  -0.17702
C  -4.00228  -2.15395  2.74852
C  -1.20191  0.29898  2.06766
C  -0.54571  -1.12407  3.90285
C  3.96218  1.41685  1.31125
C  -0.27849  -0.07018  3.04002
C  -1.13675  0.41836  -2.87396
C  -2.69183  -1.43342  2.84049
C  0.47383  -1.53179  4.92268
C  -1.75162  -1.80125  3.79380
C  1.65675  0.37781  0.67646
C  3.02503  0.38988  0.80738
C  -2.29115  1.27575  -0.86326
C  -2.41074  -0.38651  1.97495
C  -1.91585  2.02603  0.42627
H  2.90715  2.14341  -1.48305
H  -1.96534  -2.62210  4.46294
H  -2.80633  2.14251  1.04921
H  -0.39761  1.70177  -1.46385
H  -3.20855  0.01132  -3.14253
H  4.46710  1.90655  0.47920
H  0.25654  -2.39753  -0.84611
H  -4.67896  -1.79351  3.52345
H  1.14557  -2.27866  4.49778
H  -0.37544  -1.93688  0.73969
H  4.26631  1.92745  -2.61320
H  -0.61567  -0.86554  -0.63685
H  -0.00408  -1.96745  5.79673
H  3.40856  2.15923  1.87894
H  0.64002  0.48220  3.14502
H  -3.13377  -0.12325  1.22059
H  4.71906  0.94675  1.93576
H  1.07134  -0.67800  5.23220
H  2.97975  -0.11888  -2.77194
H  1.35962  -0.85916  -4.79234
H  2.52370  0.84412  -4.20293
H  2.87156  2.92762  -3.05241
H  -3.86627  -3.22325  2.89569
H  -1.51933  3.01082  0.17246
H  -4.46985  -1.98434  1.78241
H  -0.55739  -1.86865  -5.91803
H  -2.85202  -1.43453  -5.11332

Kohn-Sham gap	8.94	eV
energy above the lowest of the compared OMol25 structures with the same formula, charge and spin	3.725	eV
total charge	0
E	-49831.5428	eV
SMILES	CCOc1ccccc1NC(=O)CN(c1cc(C)cc(C)c1)S(=O)(=O)c1c(C)noc1C
spin multiplicity	1

C2H2F2O3 | ωB97M-V with the def2-TZVPD basis set

CARTESIAN COORDINATES (ANGSTROEM)
F  -2.37679  -0.67464  0.36187
F  1.14643  -0.61381  -1.62974
O  -1.49124  1.26973  0.74510
O  1.44626  1.06644  -0.30527
O  1.02003  -1.00588  0.40544
C  -1.22502  0.08405  0.26823
C  1.31062  -0.02391  -0.43891
H  0.88123  -1.85593  0.00308
H  -0.71152  1.75394  0.59019

Kohn-Sham gap	10.74	eV
energy above the lowest of the compared OMol25 structures with the same formula, charge and spin	2.859	eV
total charge	0
E	-13681.5129	eV
spin multiplicity	1

C25H35F4N6O5S | ωB97M-V with the def2-TZVPD basis set

CARTESIAN COORDINATES (ANGSTROEM)
S  2.24062  -3.48927  -1.80737
F  -1.79177  3.83096  0.79397
F  3.71043  1.85756  1.62639
F  -5.64633  -1.76245  -0.98151
F  2.00980  -2.68718  2.38338
O  1.75455  2.71557  -0.36883
O  -0.06979  4.92260  0.12514
O  2.50972  -4.27565  -3.18017
O  1.78294  -4.42388  -0.81340
O  3.44312  -2.85004  -1.33551
N  0.55374  -0.35072  1.68545
N  -2.57719  -1.15927  -0.91501
N  2.37845  -1.91144  1.36224
N  -0.46283  2.86344  -0.84178
N  2.01120  0.00629  -0.01352
N  -1.46398  1.08077  4.76352
C  -6.41633  -2.01020  -2.06646
C  0.89656  0.83080  2.50006
C  0.75464  2.13676  -0.54810
C  -0.68395  3.96136  0.02773
C  7.59789  3.19655  1.46385
C  1.72403  -0.86741  1.05883
C  -1.62526  0.47462  0.75389
C  1.46371  -0.88653  -2.50328
C  0.50436  0.21728  -2.01862
C  4.99993  2.30106  1.57359
C  -5.83284  -2.03398  -3.31807
C  -7.98574  -2.51390  -4.27372
C  -0.24914  -0.13070  0.46972
C  0.76667  0.59462  -0.52127
C  -7.76723  -2.23350  -1.89494
C  5.92102  1.79607  2.46685
C  -2.66226  0.21426  -0.36089
C  0.88318  0.54236  4.03169
C  0.92489  -2.32020  -2.17226
C  -0.46235  -0.00224  4.54915
C  6.65369  3.69745  0.57641
C  7.23272  2.24504  2.40661
C  -8.55713  -2.48175  -3.00838
C  5.34375  3.24269  0.62741
C  -6.62397  -2.29297  -4.42860
H  6.93786  4.44197  -0.15546
H  -8.60224  -2.71168  -5.14122
H  1.48348  -0.83706  -3.60700
H  -9.61933  -2.65011  -2.88827
H  -0.35416  -1.12352  -0.00379
H  1.90517  1.22863  2.28097
H  -0.83669  -0.77182  3.85385
H  0.21143  1.68186  2.34557
H  -2.33939  0.74720  4.36722
H  -4.76993  -1.85176  -3.42055
H  -0.55314  3.11890  -1.82016
H  -1.58563  1.54487  0.98730
H  -0.26870  -0.42076  5.55197
H  -1.18777  1.91321  4.24723
H  5.61425  1.06089  3.20090
H  -2.97180  -1.79622  -0.22226
H  8.62012  3.54967  1.41982
H  4.59345  3.61423  -0.05960
H  -3.66197  0.30194  0.11281
H  -6.17816  -2.32191  -5.41441
H  2.50646  -0.74631  -2.19279
H  -8.19314  -2.21295  -0.90002
H  0.65730  1.09331  -2.67684
H  0.16936  -2.33035  -1.37527
H  3.19464  -2.19356  0.80022
H  2.71017  0.66370  0.35109
H  -3.25393  -1.19219  -1.67563
H  7.96894  1.85219  3.09547
H  0.41115  -2.68804  -3.07667
H  1.07169  1.51669  4.52511
H  -0.52922  -0.12079  -2.21648
H  -2.01001  -0.01732  1.66844
H  -2.65804  0.97153  -1.16058
H  2.69615  -5.20879  -2.96399
H  1.75044  -0.09067  4.28803

Kohn-Sham gap	7.90	eV
total charge	+1
E	-67365.5239	eV
spin multiplicity	1

C14H15N5O5 | ωB97M-V with the def2-TZVPD basis set

CARTESIAN COORDINATES (ANGSTROEM)
O  2.21328  1.89654  -0.62430
O  0.11098  2.67638  -0.05665
O  -2.53948  0.22624  -0.29340
O  -3.58617  -1.75174  0.45949
O  0.73973  -1.21925  5.19541
N  3.62961  2.26166  2.42370
N  -4.33970  1.74365  2.71604
N  0.94808  0.30800  3.46386
N  -1.09757  -0.77891  3.63720
N  -0.79984  0.84247  2.11085
C  -2.19250  1.47232  -2.35907
C  -3.12893  -0.61642  0.65511
C  2.93341  1.96347  -3.01508
C  2.59856  1.87667  2.12223
C  1.82210  1.95274  -2.04632
C  -1.52819  -0.17519  2.56310
C  -3.79549  0.78638  2.40560
C  1.12607  2.01117  0.19628
C  1.35067  1.61371  1.56967
C  0.45157  0.99570  2.39678
C  -2.63388  0.07109  -1.75874
C  0.20940  -0.50860  4.07459
C  2.16416  -1.60201  4.84371
C  -2.93244  -0.39539  2.15832
H  2.93080  -0.81825  5.21016
H  1.26325  1.01116  -2.23230
H  3.50475  2.79850  -2.68201
H  -3.34041  -1.22107  2.70241
H  3.60836  1.02489  -3.00284
H  -2.43507  1.67150  -3.41926
H  -1.93686  -0.76793  -2.11475
H  -2.44979  2.35033  -1.79610
H  2.59989  2.04207  -4.05804
H  -1.11214  1.41863  -2.33151
H  -1.24632  1.59720  1.49653
H  2.36313  -2.56688  5.35959
H  -3.67177  -0.12071  -2.16835
H  1.07095  2.60754  -2.42843
H  2.31508  -1.72412  3.76472

Kohn-Sham gap	7.98	eV
energy above the lowest of the compared OMol25 structures with the same formula, charge and spin	2.167	eV
total charge	0
E	-32445.2385	eV
SMILES	CCOC(=O)/C(C#N)=C1/N=C(OC)N=C([C@@H](C#N)C(=O)OCC)N1
spin multiplicity	1

C3H10NS | ωB97M-V with the def2-TZVPD basis set

CARTESIAN COORDINATES (ANGSTROEM)
S  -2.05292  0.98935  -0.28018
N  1.16263  0.58431  -1.36502
C  1.54872  0.77679  0.03981
C  1.18989  -0.46713  0.84842
C  -2.47612  -0.79398  0.02374
H  0.47471  -0.20297  1.62767
H  2.04862  -0.95449  1.28373
H  -3.53401  -0.98441  -0.18097
H  -2.41326  -0.93716  1.10314
H  0.66106  -1.15828  0.19681
H  2.64120  0.89608  0.01485
H  1.31233  1.46125  -1.85593
H  -1.85087  -1.39800  -0.61636
H  0.13277  0.51028  -1.35143
H  1.15524  1.67835  0.51171

Kohn-Sham gap	6.55	eV
energy above the lowest of the compared OMol25 structures with the same formula, charge and spin	0.813	eV
total charge	-1
E	-15598.9884	eV
spin multiplicity	1